Computed, not measured: a structure of composition C10H21IN3OP2V, with wB97M-V/def2-TZVPD.

Values from the calculation:
E_LUMO (spin up / spin down): -9.78 / -9.79 eV
Net charge: +2
HOMO energy (spin up / spin down): -15.28 / -15.28 eV
2S+1: 3
E_tot: -69575.449 eV
Kohn-Sham gap (spin up / spin down): 0.2021 / 0.2020 Ha

Each line ends with the Mulliken spin population.
CARTESIAN COORDINATES (ANGSTROEM)
1 C 1.5225 -0.0224 -3.6144  0.00
2 I 3.0456 0.0292 -2.2059  0.00
3 H 1.8131 -0.6021 -4.5017  0.00
4 H 1.2335 1.0049 -3.8718  0.00
5 H 0.6698 -0.5040 -3.1199  0.00
6 V -1.0672 -0.1351 0.6612  2.07
7 P -0.2906 2.0132 0.2946  -0.12
8 C -1.6077 2.9840 1.1310  0.01
9 C 1.1740 2.4987 1.2762  0.01
10 H 1.3193 3.5881 1.2233  0.00
11 H 0.2103 4.0914 -0.7975  0.00
12 H 2.0595 1.9962 0.8686  0.00
13 H 0.9123 2.7129 -1.6974  0.00
14 H -1.5309 2.8444 2.2132  0.00
15 H 1.0417 2.1956 2.3219  0.00
16 C 0.0322 3.0684 -1.1544  0.01
17 H -1.4848 4.0446 0.8831  0.00
18 H -0.8183 3.0782 -1.8408  0.00
19 H -2.5967 2.6484 0.8027  0.00
20 P -0.1347 -2.2142 0.1949  -0.12
21 C -1.6106 -3.1387 0.7746  0.01
22 C 0.2585 -3.0214 -1.3962  0.00
23 H 2.1042 -2.4105 1.1444  0.00
24 H 1.3415 -4.0129 0.9024  0.00
25 H 0.8547 -2.9933 2.2886  0.00
26 C 1.1709 -2.9804 1.2372  0.00
27 H 1.2613 -2.7299 -1.7186  0.00
28 H 0.2025 -4.1053 -1.2463  0.00
29 H -1.5189 -4.1481 0.3669  0.01
30 H -2.5547 -2.7092 0.4189  0.00
31 H -0.4771 -2.7166 -2.1448  0.00
32 H -1.6413 -3.2047 1.8672  0.00
33 C -2.8340 -0.0972 0.1122  -0.07
34 O -3.9481 0.1688 -0.1904  0.17
35 N -0.9652 -0.4608 2.5488  -0.04
36 C -0.7987 -0.4868 3.7240  0.05
37 N -0.3714 -0.8311 4.8686  0.02
38 C -0.7434 -0.4627 6.0786  0.00
39 N -1.0410 -0.1486 7.1694  0.01

=====

Computed, not measured: a structure of composition C10H21IS2, with wB97M-V/def2-TZVPD.

Values from the calculation:
E_LUMO (spin up / spin down): 0.46 / -2.34 eV
Net charge: 0
HOMO energy (spin up / spin down): -6.86 / -9.11 eV
2S+1: 3
E_tot: -40477.003 eV
Kohn-Sham gap (spin up / spin down): 0.2691 / 0.2488 Ha

Each line ends with the Mulliken spin population.
CARTESIAN COORDINATES (ANGSTROEM)
1 C 4.8317 -2.1568 -0.0439  0.00
2 C 3.8438 -3.0416 -0.6872  0.00
3 C 2.3197 -2.8133 -0.4577  0.00
4 C 1.8120 -1.3859 -0.4298  0.00
5 C 0.2784 -1.2877 -0.1272  0.00
6 C -0.1517 0.1387 0.1982  0.01
7 C -1.6832 0.3120 0.2887  -0.01
8 C -2.0826 1.7177 0.6717  0.03
9 C -2.3907 2.5899 -0.5453  -0.10
10 C -3.6902 3.3008 -0.5156  0.72
11 S -3.4955 4.0658 2.4724  1.00
12 S -5.1321 2.5095 -0.3746  0.23
13 I -3.9163 5.2994 -0.9765  0.05
14 H 4.7687 -2.2954 1.1538  0.00
15 H 4.5080 -1.1211 -0.1615  0.00
16 H 5.7708 -2.2665 -0.6219  0.00
17 H 4.0494 -2.7888 -1.7319  0.00
18 H 4.0733 -4.0950 -0.5707  0.00
19 H 1.8480 -3.4114 -1.2613  0.00
20 H 2.0305 -3.3947 0.4210  0.00
21 H 2.2675 -0.7668 0.4497  0.00
22 H 2.1834 -1.0379 -1.3430  0.00
23 H -0.2252 -1.6712 -1.0107  0.00
24 H 0.2111 -1.8749 0.8360  0.00
25 H 0.1412 0.3889 1.2449  0.00
26 H 0.2879 0.9865 -0.3888  0.00
27 H -2.2655 -0.3263 1.0618  0.00
28 H -2.2969 -0.0255 -0.5418  0.00
29 H -2.9658 1.9429 1.3279  -0.01
30 H -1.3269 2.2148 1.2248  0.00
31 H -2.4753 1.8719 -1.4075  0.07
32 H -1.7220 3.3850 -0.7438  0.02
33 H -4.7700 3.7944 2.8485  -0.02
34 H -4.6357 1.2428 -0.2583  0.01

=====

Computed, not measured: a structure of composition C10H21InNO9, with wB97M-V/def2-TZVPD.

Values from the calculation:
E_LUMO: 2.46 eV
Net charge: -1
HOMO energy: -5.39 eV
E_tot: -35798.632 eV
Kohn-Sham gap: 0.2885 Ha

Each line ends with the Mulliken charge.
CARTESIAN COORDINATES (ANGSTROEM)
1 N 2.6530 0.7708 0.2900  -0.35
2 C 1.9024 0.0294 -0.7245  -0.87
3 C 1.5039 -1.4392 -0.4292  0.58
4 O 2.4224 -2.3239 -1.1465  -0.57
5 C 1.4617 -1.8017 1.0323  -1.56
6 In -0.1555 -0.7489 2.1358  0.88
7 C -1.9783 -1.2606 0.9067  -0.82
8 O -2.5531 -0.3394 -0.0182  -0.31
9 O -1.5475 0.6627 -0.3792  -0.33
10 H 2.0260 0.9816 1.0631  0.12
11 H 3.3667 0.1677 0.6866  0.23
12 H 0.9915 0.6005 -0.9204  0.37
13 H 2.4866 0.0184 -1.6500  0.30
14 H 0.5022 -1.5956 -0.8502  0.21
15 H 2.0063 -2.5803 -1.9693  0.33
16 H 1.2521 -2.8718 1.1222  0.35
17 H 2.4353 -1.6292 1.5020  0.44
18 H -0.4184 -1.5014 3.7079  -0.41
19 H 0.1808 0.9770 2.2762  -0.43
20 H -1.7485 -2.1898 0.3625  0.25
21 H -2.7857 -1.4702 1.6182  0.31
22 H -1.8437 0.8517 -1.2784  0.28
23 C 4.5029 3.0132 -0.7886  0.05
24 C 4.6850 3.4960 0.6358  -0.24
25 O 5.7021 4.5037 0.4909  -0.36
26 C 5.7036 4.9372 -0.7892  0.61
27 O 6.3281 5.8739 -1.1814  -0.55
28 O 4.9056 4.1683 -1.5524  -0.36
29 H 3.4848 2.7324 -1.0221  0.10
30 H 5.1741 2.1904 -1.0376  0.18
31 H 3.7821 3.9625 1.0303  0.26
32 H 5.0386 2.7351 1.3234  0.25
33 C -5.7309 -2.6254 0.2835  -0.27
34 C -5.5710 -1.2779 -0.3963  0.00
35 O -6.3832 -1.4436 -1.5743  -0.34
36 C -7.2885 -2.4138 -1.3484  0.64
37 O -8.2052 -2.6729 -2.0642  -0.55
38 O -7.0153 -3.0603 -0.1928  -0.36
39 H -5.7550 -2.5798 1.3678  0.30
40 H -4.9758 -3.3415 -0.0425  0.27
41 H -5.9907 -0.4642 0.1967  0.19
42 H -4.5514 -1.0411 -0.6760  0.15

=====

Computed, not measured: the ion C10H21N2 with charge +1, with wB97M-V/def2-TZVPD.

Values from the calculation:
SMILES: CCCN(C)[N+]1=C[C@@H](C)[C@H](C)C1
E_LUMO (spin up / spin down): -3.14 / -3.15 eV
Net charge: +1
Energy relative to the best compared isomer or geometry (same formula, charge and spin): 308.9 kJ/mol
HOMO energy (spin up / spin down): -12.78 / -12.78 eV
E_tot: -13680.541 eV
Kohn-Sham gap (spin up / spin down): 0.3542 / 0.3542 Ha

Each line ends with the Mulliken charge.
CARTESIAN COORDINATES (ANGSTROEM)
1 C 3.7502 -1.2898 0.2653  -1.13
2 C 2.7371 -0.1135 0.6539  -0.02
3 C 2.2095 0.3846 -0.6740  -0.95
4 N 0.9772 1.1341 -0.4474  -0.49
5 C 1.2616 2.4998 0.0833  -1.07
6 N -0.2163 0.5488 -0.1608  0.51
7 C -1.1337 0.8156 0.6632  -0.28
8 C -2.4916 0.0932 0.5090  0.04
9 C -3.3443 1.1577 -0.0308  -1.35
10 C -2.1529 -1.2179 -0.3232  0.63
11 C -1.8026 -2.3992 0.3587  -1.63
12 C -1.0258 -0.6089 -1.2182  -0.84
13 H 3.2109 -2.2270 -0.0333  0.33
14 H 4.5522 -0.9378 -0.5513  0.29
15 H 4.2985 -1.6756 1.2471  0.33
16 H 3.2084 0.8018 1.2697  0.26
17 H 1.9770 -0.5933 1.3263  0.21
18 H 2.8894 1.0896 -1.2659  0.37
19 H 1.9089 -0.3497 -1.3913  0.37
20 H 0.1883 3.0065 0.0080  0.38
21 H 1.5847 2.5294 1.0671  0.43
22 H 1.9666 2.9992 -0.6022  0.29
23 H -1.0821 1.6420 1.3755  0.64
24 H -2.8257 -0.3860 1.4976  0.40
25 H -4.4835 0.7776 -0.1351  0.33
26 H -2.9479 1.5158 -0.9863  0.34
27 H -3.4056 2.0207 0.6801  0.39
28 H -2.9879 -1.5875 -1.0686  0.36
29 H -1.0485 -2.9345 -0.3012  0.32
30 H -2.6711 -3.0674 0.4365  0.41
31 H -1.3344 -2.3978 1.3522  0.35
32 H -0.2369 -1.2595 -1.6368  0.45
33 H -1.5299 0.0290 -1.9672  0.30

=====

Computed, not measured: a structure of composition C10H21N2Zn, with wB97M-V/def2-TZVPD.

Values from the calculation:
E_LUMO (spin up / spin down): 2.39 / 2.35 eV
Net charge: -1
HOMO energy (spin up / spin down): -0.67 / -0.89 eV
E_tot: -62098.670 eV
Kohn-Sham gap (spin up / spin down): 0.1124 / 0.1190 Ha

Each line ends with the Mulliken charge.
CARTESIAN COORDINATES (ANGSTROEM)
1 C 2.0022 -1.0127 1.4925  -2.05
2 Zn -1.5688 1.4669 -0.8353  -1.22
3 N -1.5600 0.9820 -2.9359  -0.09
4 H 3.0965 -1.8492 0.6995  1.38
5 H 2.1620 -1.6183 0.4508  -0.16
6 H 2.0511 -1.4724 2.5007  0.02
7 H 2.5550 -0.0763 1.5115  -0.23
8 H 0.9405 -0.7809 1.1422  0.03
9 H -1.4196 1.9004 -3.3943  0.11
10 H -2.4648 0.6430 -3.3131  0.22
11 H -0.7470 0.3865 -3.2179  0.29
12 C 2.2874 2.9020 2.1913  -1.39
13 N 0.9148 2.2801 2.2563  1.70
14 C 0.6029 1.8075 3.6364  -1.23
15 C -0.2461 3.1791 1.7859  -1.13
16 C -1.5771 2.5647 1.9772  0.92
17 C -2.3273 2.8894 3.1159  -0.36
18 C -3.4567 2.1328 3.4132  -0.43
19 C -3.8635 1.1108 2.5524  -0.55
20 C -3.1773 0.8945 1.3508  -0.71
21 C -2.0961 1.6908 1.0243  -0.45
22 H 2.3757 3.7457 2.8914  0.34
23 H 2.4453 3.2353 1.1680  0.32
24 H 2.9895 2.0938 2.4389  0.50
25 H 0.9529 1.4249 1.6546  -0.14
26 H 0.4201 2.6785 4.2710  0.34
27 H -0.2913 1.1857 3.6769  0.28
28 H 1.4101 1.2229 4.0720  0.48
29 H -0.1935 4.0828 2.4076  0.39
30 H -0.1122 3.3802 0.7231  0.30
31 H -1.9749 3.7330 3.7098  0.37
32 H -4.0341 2.3480 4.3179  0.36
33 H -4.6666 0.4248 2.8161  0.37
34 H -3.4289 0.0979 0.6665  0.42

=====

Computed, not measured: a cluster of 3 separate species, C10H21N4O6S in total, with wB97M-V/def2-TZVPD.

Values from the calculation:
E_LUMO: -5.20 eV
Net charge: +1
HOMO energy: -13.35 eV
E_tot: -39783.678 eV
Kohn-Sham gap: 0.2996 Ha

Each line ends with the Mulliken charge.
CARTESIAN COORDINATES (ANGSTROEM)
1 N 2.8609 -0.9419 -2.2012  -0.51
2 C 2.6543 -0.0015 -3.2881  -0.52
3 N 1.5654 0.9066 -2.9271  0.17
4 S 1.3916 2.2988 -3.9101  -0.10
5 C 0.3948 0.2920 -2.7617  0.06
6 N 0.0028 -0.6982 -3.6011  -0.41
7 N -0.4270 0.7225 -1.7473  -0.19
8 H 3.7639 -1.3741 -2.3509  0.27
9 H 2.9121 -0.4563 -1.3117  0.19
10 H 2.4747 -0.5365 -4.2163  0.43
11 H 3.5376 0.6110 -3.4397  0.41
12 H 1.9323 3.2275 -3.0931  0.20
13 H 0.0896 -1.6300 -3.1651  0.36
14 H -1.0081 -0.5631 -3.6809  0.35
15 H -1.2043 1.3173 -1.9868  0.24
16 H -0.2276 0.4723 -0.7883  0.13
17 C 0.3106 4.3415 3.4186  -1.47
18 C 0.7784 3.1675 2.5975  0.46
19 C 0.0003 2.9265 1.3264  -0.52
20 O 0.1848 1.5102 1.1310  -0.20
21 C 0.3830 0.9578 2.3675  0.48
22 O 0.3886 -0.2094 2.5781  -0.50
23 O 0.5653 1.9193 3.2914  -0.35
24 H -0.7642 4.2903 3.5966  0.36
25 H 0.7979 4.3419 4.3922  0.37
26 H 0.5390 5.2788 2.9125  0.39
27 H 1.8494 3.2520 2.3943  0.26
28 H 0.3819 3.4864 0.4757  0.33
29 H -1.0680 3.1219 1.4386  0.31
30 C -1.7701 -3.7526 2.5652  -1.59
31 C -1.6088 -2.9856 1.2783  0.80
32 C -2.8914 -2.7145 0.5326  -0.46
33 O -2.4192 -2.6012 -0.8243  -0.33
34 C -1.2940 -3.3518 -0.9188  0.66
35 O -0.7455 -3.6141 -1.9451  -0.59
36 O -0.8742 -3.7485 0.2956  -0.34
37 H -2.3570 -4.6587 2.4086  0.39
38 H -0.7986 -4.0614 2.9480  0.36
39 H -2.2639 -3.1387 3.3174  0.39
40 H -1.0517 -2.0620 1.4607  0.08
41 H -3.3864 -1.7989 0.8458  0.31
42 H -3.5996 -3.5432 0.5848  0.32